1.
The following is a DFT calculation (ωB97M-V/def2-TZVPD) of one molecule with the formula C19H18N4O2S.

Calculated values
M in g/mol: 366.45
SMILES: Cc1onc(-c2ccccc2)c1NC(=O)N(CCC#N)Cc1cccs1
F_max in eV/A: 1.17
Total charge: 0

Atoms and positions in Å:
1 S 1.772 -1.715 -1.342
2 O -3.384 -1.900 1.660
3 O -2.227 0.974 -1.358
4 N 1.332 4.681 -1.445
5 N -0.019 1.242 -1.730
6 N -2.512 -1.697 2.671
7 N -0.766 -0.172 -0.048
8 C 0.422 4.170 -1.913
9 C 1.419 0.896 3.552
10 C 3.074 -1.512 -3.533
11 C 1.985 -0.132 -2.024
12 C -1.082 0.692 -1.056
13 C -1.690 -0.790 0.793
14 C 2.649 -2.432 -2.633
15 C -0.345 2.043 -2.890
16 C -2.902 -1.376 0.519
17 C -1.494 -1.028 2.189
18 C 0.058 -1.465 4.054
19 C 1.384 1.082 -1.387
20 C -0.354 -0.639 3.011
21 C 2.692 -0.197 -3.185
22 C 0.330 0.551 2.773
23 C 1.835 0.061 4.575
24 C -0.698 3.495 -2.509
25 C 1.147 -1.115 4.829
26 C -3.700 -1.538 -0.718
27 H 1.916 1.969 -1.742
28 H -1.221 1.602 -3.372
29 H -3.247 -2.292 -1.362
30 H -0.490 -2.375 4.242
31 H 2.688 0.331 5.180
32 H -0.015 1.230 2.005
33 H -1.528 3.475 -1.797
34 H 1.462 -1.760 5.636
35 H -1.010 4.045 -3.399
36 H -3.721 -0.595 -1.259
37 H 0.195 -0.303 0.226
38 H 0.498 2.019 -3.583
39 H 2.792 -3.494 -2.640
40 H 3.641 -1.756 -4.413
41 H 2.947 0.669 -3.771
42 H 1.941 1.823 3.363
43 H -4.707 -1.851 -0.458
44 H 1.507 1.054 -0.300

Cartesian forces, eV/Å:
S 0.3 0.3 -0.5
O -0.2 0.0 -0.7
O -0.4 0.0 0.0
N 0.5 0.2 0.2
N -0.1 0.3 0.0
N 0.7 0.1 0.9
N 0.3 -0.1 0.1
C 0.2 0.2 0.1
C 0.1 0.1 0.0
C 0.0 -0.2 0.0
C 0.1 -0.3 0.2
C 0.4 0.2 -0.1
C -0.9 -0.4 0.2
C -0.1 0.0 0.3
C -0.3 0.0 0.0
C 0.8 0.4 -0.1
C -0.8 -0.1 -0.6
C 0.0 0.0 -0.1
C 0.1 -0.2 0.0
C 0.3 0.0 0.3
C -0.1 0.1 0.2
C -0.1 0.0 0.0
C 0.0 0.0 0.0
C -0.6 -0.5 -0.4
C 0.0 0.0 0.1
C 0.0 0.0 0.1
H 0.0 -0.1 0.2
H 0.2 0.1 0.0
H 0.0 -0.1 -0.1
H 0.0 -0.1 0.0
H 0.1 0.0 0.0
H 0.0 0.0 -0.1
H 0.0 0.0 -0.1
H 0.0 -0.1 0.1
H 0.0 0.0 0.1
H -0.1 -0.1 0.0
H -0.1 0.1 -0.1
H -0.1 0.0 0.0
H 0.1 -0.2 -0.1
H 0.1 -0.1 -0.1
H 0.0 0.2 -0.1
H 0.0 0.1 0.0
H -0.1 -0.1 0.0
H 0.0 0.1 -0.1



2.
The following is a DFT calculation (ωB97M-V/def2-TZVPD) of a 5-piece molecular cluster, CH10O5 overall.

Calculated values
M in g/mol: 102.09
SMILES: C=O.O.O.O.O
F_max in eV/A: 5.70
Total charge: 0

Atoms and positions in Å:
1 O 2.855 0.492 -1.601
2 O 0.039 -2.618 -1.417
3 O -2.224 0.701 -1.360
4 O 1.908 0.663 2.250
5 O -2.011 0.439 1.599
6 C 0.225 -1.650 -0.759
7 H 2.522 0.647 1.462
8 H -2.675 -0.308 1.962
9 H -0.511 -0.902 -0.492
10 H -2.590 1.210 1.739
11 H 1.248 -1.413 -0.334
12 H 2.851 1.419 -1.629
13 H 1.823 -0.337 2.305
14 H -2.895 1.061 -1.810
15 H -2.428 0.159 -0.600
16 H 1.864 0.437 -1.314

Cartesian forces, eV/Å:
O -3.4 -1.6 1.2
O -0.4 -0.8 -0.6
O 5.0 -1.8 2.0
O 1.1 -2.5 -1.6
O -3.1 -2.4 1.4
C 1.6 0.7 0.9
H -0.8 0.7 1.1
H 2.5 2.3 -1.2
H -0.7 0.2 -0.1
H 0.6 0.0 -0.2
H -0.4 -0.3 -0.3
H 0.9 2.3 -0.4
H -0.3 1.7 0.5
H -4.3 1.7 -2.1
H -0.7 0.3 0.1
H 2.5 -0.6 -0.8



3.
The following is a DFT calculation (ωB97M-V/def2-TZVPD) of a 2-piece molecular cluster, C3H4O overall.

Calculated values
M in g/mol: 56.06
F_max in eV/A: 2.38
Total charge: 0

Atoms and positions in Å:
1 O -2.265 -0.009 -0.641
2 C -2.763 0.830 -1.217
3 C 0.851 -0.742 0.423
4 C 0.788 0.533 0.087
5 H 0.082 -1.491 0.299
6 H 1.614 1.087 0.488
7 H 1.689 -1.146 1.022
8 H 0.004 0.938 -0.461

Cartesian forces, eV/Å:
O -0.6 0.7 -0.5
C 0.4 -0.8 0.5
C 0.3 -1.0 1.0
C 1.5 -1.4 1.2
H -0.3 0.1 -0.6
H 0.1 0.9 -0.4
H -0.4 0.5 -0.4
H -1.1 0.9 -0.8



4.
The following is a DFT calculation (ωB97M-V/def2-TZVPD) of an isolated ion of composition C11H16O2P and charge -1.

Calculated values
M in g/mol: 211.22
SMILES: CCC(CC)=[P@@]([O-])(O)c1ccccc1
F_max in eV/A: 5.32
Total charge: -1

Atoms and positions in Å:
1 P 0.023 -1.007 -0.934
2 O 0.366 -2.564 -0.271
3 O -0.455 -1.387 -2.329
4 C -1.996 0.563 -0.116
5 C 2.301 -0.611 1.453
6 C -2.086 -1.539 1.051
7 C -1.436 -0.691 0.192
8 C 2.127 0.648 -1.572
9 C 1.009 0.391 -0.548
10 C -3.771 0.158 1.399
11 C 2.142 2.105 -2.118
12 C 1.380 0.595 0.943
13 C -3.275 -1.097 1.608
14 C -3.139 0.973 0.478
15 H 2.808 -0.156 2.314
16 H -3.637 1.821 0.265
17 H 0.377 0.714 1.409
18 H 3.036 -0.983 0.689
19 H 2.968 2.236 -2.830
20 H 3.098 0.418 -1.172
21 H 0.734 -3.076 -1.063
22 H -1.641 1.300 -0.809
23 H 1.138 2.202 -2.467
24 H 1.938 -0.072 -2.261
25 H 2.435 2.679 -1.305
26 H 1.667 -1.314 1.744
27 H -3.941 -1.792 2.304
28 H -4.648 0.456 1.917
29 H 2.046 1.621 0.935
30 H -1.568 -2.587 1.094

Cartesian forces, eV/Å:
P -1.0 -0.3 0.9
O 1.1 -0.3 -1.7
O 0.9 1.0 0.8
C -0.1 0.2 0.0
C 1.9 4.9 -1.0
C 1.3 -2.1 -0.7
C 0.9 1.3 -1.8
C -0.5 1.7 2.3
C 0.4 -1.2 -0.8
C 0.4 -0.4 -0.3
C 0.7 -2.8 -0.6
C 1.4 0.8 -2.4
C -1.7 -2.6 2.6
C -0.2 -2.3 1.7
H 0.4 -0.7 0.1
H -1.1 3.2 -1.0
H 1.1 0.0 0.8
H -0.8 0.6 0.6
H -0.5 0.0 -0.5
H 0.8 -0.2 0.4
H -0.9 1.0 1.6
H 1.0 -0.5 -0.5
H -0.4 1.0 -0.5
H -0.2 -1.7 -3.0
H -0.2 1.6 1.6
H -2.4 -3.5 1.3
H 1.7 1.3 -1.4
H -0.8 0.3 0.2
H -1.8 -2.2 0.4
H -1.5 1.9 0.5



Respective E_HOMO values: -8.73, -10.08, -10.20, -2.64 eV.
Respective E values: -1502.49684, -420.21793, -191.89843, -920.57074 hartree.
Respective gap between HOMO and LUMO values: 9.263, 10.299, 11.447, 6.188 eV.